1.
{
  "formula": "C44H45N6SSb2Sc",
  "method": "wB97M-V/def2-TZVPD",
  "homo_lumo_gap_ev": 7.3,
  "charge": 2,
  "de_lowest_kj_mol": 0.00,
  "spin_multiplicity": 1,
  "e_tot_ha": -3671.284768,
  "elements": ["Sc", "C", "C", "N", "C", "S", "N", "N", "C", "C", "C", "C", "C", "C", "C", "N", "H", "H", "H", "H", "H", "H", "H", "H", "H", "H", "H", "H", "H", "C", "C", "C", "Sb", "C", "C", "C", "C", "C", "C", "C", "C", "C", "C", "C", "C", "Sb", "C", "C", "C", "C", "C", "C", "C", "C", "C", "C", "C", "C", "H", "H", "H", "H", "H", "H", "H", "H", "H", "H", "H", "H", "H", "H", "H", "H", "H", "H", "H", "H", "H", "H", "H", "H", "H", "H", "N", "C", "N", "C", "C", "C", "C", "C", "C", "H", "H", "H", "H", "H", "H"],
  "coordinates": [[-0.17, 0.31, -0.16], [-2.22, -4.28, -3.88], [-3.10, -3.08, -3.55], [-2.35, -1.82, -3.47], [-1.64, -1.45, -2.41], [-0.88, 0.14, -2.51], [-1.58, -2.27, -1.38], [-0.88, -1.79, -0.32], [-0.67, -2.60, 0.67], [-1.12, -4.02, 0.69], [0.08, -2.03, 1.81], [0.49, -2.82, 2.88], [1.19, -2.23, 3.93], [1.48, -0.88, 3.87], [1.07, -0.16, 2.77], [0.39, -0.72, 1.76], [-2.83, -5.18, -3.91], [-1.45, -4.40, -3.13], [-1.75, -4.16, -4.85], [-3.61, -3.23, -2.60], [-3.86, -2.93, -4.32], [-2.36, -1.19, -4.25], [-1.82, -4.20, -0.12], [-1.58, -4.26, 1.64], [-0.26, -4.68, 0.55], [0.26, -3.87, 2.90], [1.50, -2.83, 4.77], [2.02, -0.38, 4.66], [1.31, 0.89, 2.68], [3.31, 0.26, -2.79], [4.07, 1.47, -2.26], [3.22, 2.72, -2.03], [1.71, 2.65, -0.51], [2.83, 2.62, 1.29], [2.53, 3.54, 2.31], [3.17, 3.44, 3.54], [4.10, 2.44, 3.76], [4.40, 1.53, 2.76], [3.76, 1.62, 1.53], [0.97, 4.62, -0.52], [1.84, 5.71, -0.42], [1.33, 7.00, -0.41], [-0.04, 7.21, -0.50], [-0.90, 6.13, -0.59], [-0.40, 4.84, -0.60], [2.34, -0.95, -1.31], [4.01, -1.75, -0.28], [5.13, -2.17, -1.00], [6.21, -2.74, -0.33], [6.17, -2.89, 1.05], [5.05, -2.47, 1.77], [3.98, -1.90, 1.10], [1.88, -2.64, -2.49], [1.98, -3.91, -1.93], [1.73, -5.04, -2.71], [1.38, -4.90, -4.04], [1.28, -3.63, -4.61], [1.51, -2.50, -3.83], [3.98, -0.42, -3.31], [2.54, 0.56, -3.51], [4.82, 1.75, -3.01], [4.64, 1.22, -1.36], [2.68, 3.00, -2.94], [3.85, 3.57, -1.75], [1.82, 4.34, 2.14], [2.95, 4.16, 4.32], [4.61, 2.37, 4.72], [5.14, 0.75, 2.92], [4.01, 0.90, 0.76], [2.91, 5.56, -0.34], [2.01, 7.84, -0.34], [-0.43, 8.22, -0.49], [-1.97, 6.29, -0.66], [-1.08, 4.00, -0.68], [5.17, -2.08, -2.08], [7.08, -3.07, -0.88], [7.01, -3.33, 1.57], [5.02, -2.59, 2.84], [3.11, -1.57, 1.66], [2.30, -4.03, -0.90], [1.82, -6.02, -2.27], [1.20, -5.77, -4.65], [1.02, -3.52, -5.65], [1.43, -1.52, -4.28], [-4.11, 1.58, 1.10], [-3.19, 0.85, 0.45], [-1.96, 1.17, 0.78], [-2.08, 2.21, 1.71], [-1.11, 2.96, 2.37], [-1.54, 3.94, 3.23], [-2.90, 4.19, 3.44], [-3.88, 3.46, 2.79], [-3.43, 2.47, 1.92], [-5.10, 1.49, 0.99], [-3.46, 0.08, -0.26], [-0.05, 2.79, 2.21], [-0.81, 4.55, 3.76], [-3.20, 4.97, 4.13], [-4.93, 3.66, 2.95]],
  "lowdin_charge": [0.462, -0.076, -0.218, 0.003, -0.765, 0.603, 0.028, -0.085, -0.249, 0.005, -0.212, 0.024, -0.006, -0.017, -0.103, 0.005, 0.083, 0.057, 0.074, 0.111, 0.122, 0.125, 0.076, 0.096, 0.103, 0.123, 0.129, 0.124, 0.097, -0.355, -0.349, -0.339, 1.458, -0.391, -0.141, -0.060, -0.063, -0.067, -0.140, -0.401, -0.122, -0.060, -0.057, -0.067, -0.141, 1.445, -0.393, -0.107, -0.058, -0.060, -0.074, -0.149, -0.382, -0.131, -0.070, -0.075, -0.080, -0.130, 0.063, 0.060, 0.120, 0.089, 0.071, 0.068, 0.095, 0.114, 0.114, 0.112, 0.066, 0.106, 0.115, 0.115, 0.112, 0.086, 0.104, 0.115, 0.114, 0.109, 0.067, 0.097, 0.112, 0.115, 0.114, 0.092, 0.165, -0.122, 0.001, -0.220, -0.023, -0.049, -0.050, 0.014, -0.170, 0.181, 0.142, 0.069, 0.115, 0.118, 0.124]
}

2.
{
  "formula": "C20H33BrCoN2O5SSb2",
  "method": "wB97M-V/def2-TZVPD",
  "homo_lumo_gap_ev": [7.4, 7.9],
  "de_lowest_kj_mol": 0.00,
  "spin_multiplicity": 2,
  "e_tot_ha": -6102.880219,
  "s_squared": 0.7703,
  "elements": ["Co", "C", "Sb", "C", "C", "C", "C", "C", "C", "C", "C", "C", "Sb", "C", "C", "H", "H", "H", "H", "H", "H", "H", "H", "H", "H", "H", "H", "H", "H", "H", "H", "H", "H", "H", "H", "O", "C", "C", "C", "N", "C", "Br", "C", "H", "H", "H", "H", "C", "S", "C", "O", "H", "H", "H", "H", "H", "H", "C", "H", "H", "H", "O", "N", "O", "O"],
  "coordinates": [[1.62, 0.64, 0.03], [0.25, -2.75, 2.73], [0.16, -0.66, 2.23], [1.09, -0.04, 4.06], [-1.86, -0.42, 2.98], [-2.53, 0.81, 2.44], [-2.09, 2.06, 2.87], [-2.62, 3.23, 2.36], [-3.62, 3.16, 1.40], [-4.07, 1.93, 0.97], [-3.54, 0.74, 1.47], [-4.04, -0.57, 0.94], [-2.62, -1.44, -0.46], [-4.12, -2.62, -1.46], [-2.78, 0.21, -1.81], [-0.12, -2.90, 3.74], [1.28, -3.11, 2.66], [-0.36, -3.32, 2.03], [0.63, -0.57, 4.89], [0.97, 1.04, 4.19], [2.15, -0.26, 4.02], [-1.76, -0.36, 4.07], [-2.40, -1.34, 2.75], [-1.30, 2.11, 3.61], [-2.25, 4.19, 2.70], [-4.04, 4.07, 0.99], [-4.86, 1.88, 0.23], [-4.96, -0.42, 0.37], [-4.24, -1.29, 1.73], [-4.97, -1.99, -1.74], [-4.47, -3.42, -0.81], [-3.71, -3.07, -2.36], [-3.81, 0.56, -1.84], [-2.49, -0.12, -2.81], [-2.12, 1.01, -1.49], [6.43, -2.53, -2.11], [5.37, -1.87, -1.60], [5.40, -0.51, -1.28], [4.27, 0.06, -0.76], [3.12, -0.61, -0.53], [3.12, -1.90, -0.85], [1.53, -2.88, -0.59], [4.20, -2.58, -1.38], [7.18, -1.94, -2.21], [6.28, 0.09, -1.44], [4.24, 1.11, -0.50], [4.14, -3.63, -1.61], [0.20, 1.61, -3.75], [1.12, 0.28, -2.99], [0.45, -1.06, -3.97], [0.50, 0.04, -1.62], [0.47, 1.64, -4.80], [0.50, 2.54, -3.26], [-0.87, 1.43, -3.62], [0.75, -0.93, -5.01], [-0.63, -1.06, -3.87], [0.86, -1.99, -3.58], [2.71, 1.38, 1.48], [3.35, 2.18, 1.06], [3.36, 0.66, 1.98], [2.09, 1.86, 2.24], [0.31, 3.97, -1.12], [0.87, 2.94, -0.78], [1.92, 2.53, -1.33], [0.38, 2.20, 0.14]],
  "lowdin_charge": [0.200, -0.360, 1.367, -0.323, -0.329, -0.300, -0.059, -0.082, -0.084, -0.062, -0.295, -0.342, 1.321, -0.359, -0.330, 0.005, -0.010, -0.019, 0.004, -0.002, 0.001, 0.066, 0.032, 0.107, 0.103, 0.100, 0.106, 0.056, 0.056, 0.001, -0.006, -0.010, 0.010, -0.017, 0.000, 0.091, -0.307, 0.024, -0.091, -0.027, -0.681, 0.819, -0.039, 0.118, 0.123, 0.107, 0.115, -0.220, 0.881, -0.238, -0.621, 0.065, 0.038, 0.051, 0.061, 0.049, 0.034, -0.233, 0.002, 0.001, -0.013, 0.056, -0.537, -0.079, -0.096]
}